No. 1
Molecular formula: C9H9N6O3
Method: DFT, wB97M-V/def2-TZVPD

Output
Frontier orbital gap, eV: 8.6
ΔE to the lowest compared entry with this formula, charge and spin, eV: 0.340
Net charge: +1
HOMO energy, Eh: -0.4585
Electronic energy, Eh: -902.1433

Each atom is followed by the atoms it is bonded to, with distances in Å.
Cartesian coordinates (Å):
1 N 0.99 -0.22 3.37  C2 1.159
2 C 0.22 -0.05 2.52  N1 1.159, O3 1.324
3 O -0.66 0.16 1.55  C2 1.324, N4 1.375
4 N -1.91 0.27 2.11  O3 1.375, N5 1.363, C8 1.328
5 N -2.48 1.45 2.50  N4 1.363, C6 1.315, H10 1.007
6 C -3.67 1.11 2.95  N5 1.315, N7 1.294, H11 1.067
7 N -3.89 -0.17 2.90  C6 1.294, C8 1.350
8 C -2.77 -0.71 2.37  N4 1.328, N7 1.350, N9 1.319
9 N -2.63 -2.00 2.15  C8 1.319, H12 1.003, H13 1.003
10 H -2.07 2.37 2.46  N5 1.007
11 H -4.37 1.82 3.33  C6 1.067
12 H -1.75 -2.38 1.88  N9 1.003
13 H -3.43 -2.59 2.30  N9 1.003
14 C 3.35 1.27 -1.67  C15 1.389, C19 1.388, H23 1.081
15 C 2.27 0.94 -0.87  C14 1.389, C16 1.385, H24 1.082
16 C 1.31 0.06 -1.34  C15 1.385, C17 1.380, H25 1.078
17 C 1.45 -0.47 -2.61  C16 1.380, C18 1.380, N20 1.470
18 C 2.51 -0.15 -3.42  C17 1.380, C19 1.387, H26 1.080
19 C 3.47 0.73 -2.94  C14 1.388, C18 1.387, H27 1.080
20 N 0.42 -1.41 -3.08  C17 1.470, O21 1.218, O22 1.206
21 O -0.51 -1.65 -2.34  N20 1.218
22 O 0.57 -1.89 -4.18  N20 1.206
23 H 4.11 1.95 -1.30  C14 1.081
24 H 2.18 1.36 0.13  C15 1.082
25 H 0.46 -0.21 -0.73  C16 1.078
26 H 2.60 -0.57 -4.41  C18 1.080
27 H 4.32 1.00 -3.56  C19 1.080

***

No. 2
Molecular formula: C4H7NO2S
Method: DFT, wB97M-V/def2-TZVPD

Output
Frontier orbital gap, eV: 5.9
SMILES: O=C([O-])NCCC[S-]
ΔE to the lowest compared entry with this formula, charge and spin, eV: 1.237
Net charge: -2
HOMO energy, Eh: 0.0008
Electronic energy, Eh: -760.0175

Each atom is followed by the atoms it is bonded to, with distances in Å.
Cartesian coordinates (Å):
1 O 3.18 -0.79 0.33  C2 1.225
2 C 2.25 -1.51 0.67  O1 1.225, O3 1.230, N4 1.429
3 O 2.18 -2.49 1.41  C2 1.230
4 N 0.98 -1.23 0.07  C2 1.429, C5 1.552, H9 1.107
5 C 0.71 0.24 -0.36  N4 1.552, C6 1.492, H10 1.074, H11 1.153
6 C -0.75 0.43 -0.09  C5 1.492, C7 1.516, H12 1.188, H13 1.094
7 C -1.46 1.67 -0.60  C6 1.516, S8 1.794, H14 1.062, H15 1.161
8 S -3.25 1.64 -0.62  C7 1.794
9 H 0.23 -1.70 0.73  N4 1.107
10 H 0.73 0.30 -1.43  C5 1.074
11 H 1.39 1.08 0.04  C5 1.153
12 H -1.31 -0.34 -0.80  C6 1.188
13 H -1.06 0.06 0.89  C6 1.094
14 H -1.27 1.73 -1.64  C7 1.062
15 H -0.97 2.54 0.00  C7 1.161

***

No. 3
Molecular formula: C7H7O3
Method: DFT, wB97M-V/def2-TZVPD

Output
Frontier orbital gap, eV: 6.8
ΔE to the lowest compared entry with this formula, charge and spin, eV: 3.346
Net charge: -1
HOMO energy, Eh: -0.1055
Electronic energy, Eh: -496.6173

Each atom is followed by the atoms it is bonded to, with distances in Å.
Cartesian coordinates (Å):
1 C -1.78 0.82 0.59  C2 1.328, C3 1.421, H11 1.063
2 C -0.71 1.46 0.12  C1 1.328, O8 1.183
3 C -2.09 -0.46 0.06  C1 1.421, C6 1.549, O9 1.201
4 C 2.45 -0.18 0.81  C5 1.338, H12 1.140, H13 1.102
5 C 1.11 -0.30 0.85  C4 1.338, C7 1.496, H14 1.121
6 C -0.89 -1.14 -0.64  C3 1.549, C7 1.522, H15 1.036, H16 1.086
7 C 0.34 -0.28 -0.43  C5 1.496, C6 1.522, O10 1.479
8 O -0.01 2.39 -0.11  C2 1.183
9 O -3.18 -0.93 0.19  C3 1.201
10 O 1.11 0.00 -1.66  C7 1.479, H17 0.928
11 H -2.61 1.45 0.79  C1 1.063
12 H 3.26 -0.03 1.60  C4 1.140
13 H 2.94 -0.14 -0.17  C4 1.102
14 H 0.56 -0.26 1.83  C5 1.121
15 H -0.77 -2.14 -0.38  C6 1.036
16 H -1.14 -1.14 -1.70  C6 1.086
17 H 1.41 0.87 -1.74  O10 0.928

***

No. 4
Molecular formula: C5H11NO
Method: DFT, wB97M-V/def2-TZVPD

Output
Frontier orbital gap (alpha / beta), eV: 2.6 / 8.4
ΔE to the lowest compared entry with this formula, charge and spin, eV: 1.799
Multiplicity: 2
Net charge: -1
HOMO energy (alpha / beta), Eh: 0.0397 / -0.1743
Electronic energy, Eh: -327.0088
<S²>: 0.7504

Each atom is followed by the atoms it is bonded to, with distances in Å.
Cartesian coordinates (Å):
1 C -2.33 -0.61 1.43  C2 1.335, H7 1.086, H8 1.077
2 C -1.72 0.36 0.75  C1 1.335, N3 1.372, H9 1.091
3 N -0.49 0.89 1.07  C2 1.372, C4 1.445, H10 1.010
4 C 0.27 1.66 0.11  N3 1.445, C6 1.511, H11 1.091, H12 1.090
5 C 0.66 1.04 -2.27  C6 1.317, H13 1.078, H14 1.082
6 C 0.91 0.84 -0.99  C4 1.511, C5 1.317, H15 1.082
7 H -1.80 -1.09 2.25  C1 1.086
8 H -3.28 -1.00 1.09  C1 1.077
9 H -2.17 0.86 -0.10  C2 1.091
10 H 0.06 0.33 1.71  N3 1.010
11 H 1.04 2.20 0.66  C4 1.091
12 H -0.40 2.38 -0.35  C4 1.090
13 H 1.14 0.43 -3.01  C5 1.078
14 H -0.06 1.79 -2.59  C5 1.082
15 H 1.61 0.11 -0.61  C6 1.082
16 H 1.97 -2.85 -0.24  O18 0.977
17 H 2.00 -3.95 0.81  O18 0.972
18 O 2.60 -3.39 0.28  H16 0.977, H17 0.972